ORCA calculation (ωB97M-V/def2-TZVPD) on one molecule with the formula C27H32FN5O3.

Calculated values
**ΔE to the lowest compared entry with this formula, charge and spin**: 0.0 kcal/mol
**SMILES string**: O=C(CCNC(=O)Cn1ccc2ccccc2c1=O)NCCCN1CCN(c2ccccc2F)CC1
**Frontier orbital gap**: 8.28 eV
**E_HOMO**: -7.57 eV
**Electronic energy**: -1647.5075 Ha
**LUMO**: 0.026 hartree
**Total charge**: 0
**Molecular weight**: 493.6 g mol⁻¹

Last column: Mulliken charge in e.
Element x y z (Å)
O -3.17 -0.78 -0.50  -0.494
C -2.90 -1.95 -0.64  0.520
C -3.54 -3.04 0.21  -0.895
C -2.76 -3.22 1.53  -0.750
N -2.67 -1.97 2.24  -0.079
C -1.54 -1.24 2.21  0.548
O -0.47 -1.65 1.82  -0.680
C -1.73 0.18 2.74  -1.307
N -2.43 0.97 1.74  0.256
C -1.70 1.65 0.81  -0.118
C -2.28 2.38 -0.17  -1.013
C -3.70 2.44 -0.24  1.226
C -4.38 3.19 -1.22  -1.034
C -5.75 3.21 -1.26  -0.436
C -6.50 2.48 -0.33  -0.661
C -5.85 1.74 0.64  -0.587
C -4.46 1.71 0.69  0.387
C -3.80 0.90 1.70  0.560
O -4.40 0.19 2.51  -0.849
N -2.02 -2.40 -1.56  -0.016
C -1.38 -1.53 -2.53  -0.779
C 0.14 -1.55 -2.43  -0.863
C 0.64 -0.83 -1.18  0.485
N 2.04 -1.10 -0.93  0.158
C 2.94 -0.42 -1.84  -0.163
C 4.37 -0.89 -1.57  -1.580
N 4.78 -0.65 -0.21  0.120
C 5.41 0.53 0.14  0.763
C 5.54 1.62 -0.74  -0.374
C 6.24 2.76 -0.39  -0.891
C 6.85 2.87 0.84  -0.424
C 6.76 1.81 1.73  -0.576
C 6.07 0.68 1.37  0.503
F 6.06 -0.34 2.27  -0.342
C 3.85 -1.29 0.70  -1.409
C 2.42 -0.79 0.44  -0.018
H -4.55 -2.71 0.44  0.335
H -3.58 -3.99 -0.32  0.400
H -3.27 -3.95 2.16  0.340
H -1.74 -3.56 1.33  0.393
H -3.53 -1.48 2.46  0.324
H -2.34 0.17 3.65  0.423
H -0.76 0.63 2.95  0.535
H -0.63 1.57 0.91  0.231
H -1.68 2.91 -0.89  0.408
H -3.80 3.75 -1.94  0.406
H -6.26 3.79 -2.01  0.403
H -7.58 2.51 -0.37  0.403
H -6.40 1.16 1.36  0.481
H -1.78 -3.38 -1.59  0.261
H -1.76 -0.53 -2.34  0.306
H -1.69 -1.84 -3.53  0.333
H 0.54 -1.08 -3.33  0.440
H 0.50 -2.59 -2.41  0.289
H 0.43 0.25 -1.27  0.167
H 0.08 -1.21 -0.32  -0.529
H 2.87 0.68 -1.72  0.260
H 2.67 -0.67 -2.87  0.434
H 4.40 -1.98 -1.72  0.412
H 5.07 -0.44 -2.27  0.598
H 5.07 1.58 -1.71  0.236
H 6.31 3.57 -1.10  0.382
H 7.39 3.76 1.12  0.375
H 7.23 1.85 2.70  0.424
H 3.89 -2.36 0.53  0.376
H 4.12 -1.09 1.74  0.479
H 2.38 0.30 0.64  0.154
H 1.73 -1.30 1.12  0.331